ORCA calculation (wB97M-V/def2-TZVPD) on C26H18GeN4O2S3Sc as an isolated structure.

## Properties
Total energy in eV: -147036.2904
HOMO level in eV: -5.120
Kohn-Sham gap in eV: 7.06
Net charge: -1

```
55
C26H18GeN4O2S3Sc wB97M-V/def2-TZVPD
Sc -0.67 -0.72 0.55
S -1.60 -3.05 0.55
C -0.54 -3.98 -0.49
C -0.82 -5.33 -0.68
C -0.02 -6.14 -1.48
C -0.35 -7.53 -1.64
N -0.62 -8.64 -1.76
C 1.10 -5.59 -2.12
C 1.38 -4.24 -1.94
C 0.58 -3.42 -1.14
S 1.03 -1.73 -1.02
C 1.96 -6.39 -2.95
N 2.66 -7.01 -3.62
H -1.68 -5.76 -0.19
H 2.24 -3.81 -2.44
O 0.39 -0.55 2.29
N -0.19 -0.50 3.43
N -1.45 -0.46 3.31
O -2.02 -0.44 2.14
C -2.27 -0.39 4.49
C -1.69 -0.41 5.75
C -2.52 -0.35 6.86
C -3.90 -0.28 6.71
C -4.46 -0.27 5.44
C -3.64 -0.33 4.31
H -0.62 -0.46 5.86
H -2.08 -0.36 7.85
H -4.55 -0.23 7.58
H -5.53 -0.22 5.31
H -4.05 -0.33 3.31
S -1.25 1.50 -0.43
Ge 0.82 1.99 -0.98
C 1.18 1.59 -2.84
C 2.49 1.37 -3.27
C 2.78 1.11 -4.60
C 1.75 1.07 -5.53
C 0.44 1.28 -5.12
C 0.16 1.53 -3.78
C 1.15 3.88 -0.64
C 0.25 4.86 -1.08
C 0.51 6.21 -0.87
C 1.67 6.60 -0.21
C 2.56 5.64 0.23
C 2.30 4.29 0.02
H 1.85 1.22 -0.12
H 3.31 1.37 -2.55
H 3.80 0.93 -4.91
H 1.97 0.87 -6.57
H -0.37 1.23 -5.84
H -0.87 1.66 -3.46
H -0.67 4.57 -1.58
H -0.20 6.95 -1.22
H 1.86 7.65 -0.04
H 3.47 5.94 0.75
H 3.01 3.56 0.38
```